Density functional theory data (ωB97M-V/def2-TZVPD) for CH2F2O4S in the gas phase at a distorted geometry.

Properties
- total energy (a.u.) = -938.0255
- HOMO energy (hartree) = -0.3972
- HOMO-LUMO gap (Eh) = 0.4057

```
! wB97M-V def2-TZVPD RIJCOSX def2/J DEFGRID3
* xyz 0 1
O 0.0119 1.4587 1.2329
F -1.0183 -1.7156 -0.9861
H 0.1194 -1.7264 0.6788
F -1.8474 -1.3782 1.0015
O 0.9015 0.8542 -1.0286
O 1.9368 0.3236 -0.2557
H 2.5371 1.0786 -0.1105
S -0.3997 0.9090 -0.0183
C -0.7706 -1.2798 0.2391
O -1.4706 1.4758 -0.7533
*
```

---

Density functional theory data (ωB97M-V/def2-TZVPD) for 2 unconnected molecules or ions with the total composition C5H9N2P at a distorted geometry.

Properties
- total energy (a.u.) = -646.6730
- HOMO energy (hartree) = -0.3114
- HOMO-LUMO gap (Eh) = 0.3241

```
! wB97M-V def2-TZVPD RIJCOSX def2/J DEFGRID3
* xyz 0 1
H -3.0750 2.1028 0.6671
H 1.3955 -1.7244 -0.0780
H 3.8034 0.1854 0.0412
H -0.4654 -0.2358 -2.0339
C 0.3206 -1.7249 -0.4395
H -0.2306 -1.6637 0.5074
H -1.5010 2.1975 -0.1323
N -1.8779 -0.5366 1.2009
C -2.1370 0.3907 0.5911
C 0.0853 -0.4087 -1.0625
C 3.0504 0.1604 0.8981
H -3.1560 1.4734 -0.9526
P 1.0123 0.9077 -0.6743
C -2.4818 1.6285 -0.0313
N 1.8129 0.2763 0.7247
H -0.0827 -2.6113 -0.9932
H 3.5270 -0.4172 1.7671
*
```

---

Density functional theory data (ωB97M-V/def2-TZVPD) for 2 unconnected molecules or ions with the total composition C4H11N2S at a distorted geometry.

Properties
- total energy (a.u.) = -666.2079
- HOMO energy (alpha / beta) (hartree) = -0.3680 / -0.4805
- HOMO-LUMO gap (alpha / beta) (Eh) = 0.2471 / 0.2865

```
! wB97M-V def2-TZVPD RIJCOSX def2/J DEFGRID3
* xyz 1 3
C 0.5065 -0.6255 -0.4019
H 0.4222 -0.5064 2.2885
S -1.1671 -1.1871 -0.0651
H 0.2148 1.7925 -1.3687
H -2.5918 1.0556 -1.4691
H -1.8051 1.8251 -2.7086
N -0.6394 1.5594 -0.8643
C 1.2010 -1.2158 2.2995
C -0.3043 0.4539 0.0164
H -0.9769 2.3572 -0.2715
H -0.1283 0.7488 1.0560
H 1.9847 -1.1521 3.0675
H -1.2084 0.1825 -2.4955
C -1.5708 1.0574 -1.9115
H 2.0939 -2.0698 0.6742
H 1.2214 -0.8683 -1.2252
N 1.8950 -1.1665 1.0525
H 0.8526 -2.2408 2.3267
*
```

---

Density functional theory data (ωB97M-V/def2-TZVPD) for 5 unconnected molecules or ions with the total composition C2H14N2O4 at a distorted geometry.

Properties
- total energy (a.u.) = -495.0392
- HOMO energy (hartree) = -0.3373
- HOMO-LUMO gap (Eh) = 0.3612

```
! wB97M-V def2-TZVPD RIJCOSX def2/J DEFGRID3
* xyz 0 1
N 0.0198 1.1769 2.1266
H -0.9463 -2.9949 -6.2279
H 1.0526 0.7998 -1.4848
N 1.2944 -0.2544 3.5986
O -1.0244 0.9083 -1.6909
C 1.0389 0.5498 2.5010
H -1.7848 -1.6858 -5.9804
H -1.2129 -0.0018 -1.3906
H -1.7637 2.0798 2.7593
O 1.9822 0.5742 -1.4895
O -0.9018 -2.0958 -5.9326
H -0.0676 -0.5334 0.2839
H -1.8538 0.3037 2.4307
H 2.2941 0.8779 -2.3465
H 0.5635 -0.6789 4.1357
H -1.3783 1.0619 -2.5437
O -0.6663 -1.2553 0.0763
H 2.2234 -0.5619 3.7178
H -1.1627 0.8585 3.8668
H -0.3351 -1.8333 0.7885
H 2.0001 0.7951 2.0353
C -1.2278 1.1353 2.7929
*
```

---

Density functional theory data (ωB97M-V/def2-TZVPD) for 2 unconnected molecules or ions with the total composition C8H20ClNSi at a distorted geometry.

Properties
- total energy (a.u.) = -1121.2343
- HOMO energy (alpha / beta) (hartree) = -0.2453 / -0.2494
- HOMO-LUMO gap (alpha / beta) (Eh) = 0.2254 / 0.2389

```
! wB97M-V def2-TZVPD RIJCOSX def2/J DEFGRID3
* xyz 0 1
H 0.5484 3.4148 0.9400
H 0.9283 3.0343 -0.7451
C 2.2673 1.4828 1.7548
H -3.5601 1.5642 -0.1865
Si 0.6273 0.3933 -0.1992
H 2.5616 0.5032 2.0725
C 1.3060 3.0052 0.2716
C 1.1501 -2.0075 1.2609
N 1.6220 1.6364 0.6279
H -5.4477 0.1115 0.7045
H -5.7471 -0.4414 -0.9426
H -5.9934 1.2513 -0.5224
C 0.8248 -2.2183 -1.1831
H -3.8240 0.8619 -1.7792
C -5.3643 0.3821 -0.3458
H 2.2042 3.6192 0.3396
Cl 0.9252 0.9539 -2.1891
C 2.9656 -1.3026 -0.3142
H -0.2593 -2.2445 -1.0832
H 2.4863 2.3238 2.3882
H 3.3693 -2.3137 -0.3441
H 0.0766 -2.1073 1.4040
H -3.2728 -0.1537 -0.4516
H 1.0626 -1.8293 -2.1706
H 1.5443 -1.4317 2.0943
H 3.1988 -0.8182 -1.2610
C 1.4518 -1.3516 -0.0878
H 1.5938 -3.0022 1.3009
H 1.1992 -3.2392 -1.1226
H 3.4725 -0.7592 0.4809
C -3.9174 0.6823 -0.7119
*
```

---

Density functional theory data (ωB97M-V/def2-TZVPD) for 2 unconnected molecules or ions with the total composition C34H40N2O3 at a distorted geometry.

Properties
- total energy (a.u.) = -1654.6735
- HOMO energy (hartree) = -0.1659
- HOMO-LUMO gap (Eh) = 0.0889

```
! wB97M-V def2-TZVPD RIJCOSX def2/J DEFGRID3
* xyz 0 1
H -1.3584 4.4397 -5.5964
H 4.2057 -3.9017 -0.3789
H -0.5465 2.0039 -1.5942
H 2.5891 -3.0850 3.8088
H -3.4447 -3.9405 -0.3576
C 1.6458 -3.1305 -1.3379
C -1.5963 -0.2084 3.9240
C -1.7393 4.9872 1.0552
H 4.2386 -3.9239 -2.1620
H -1.5675 -0.7895 -2.6099
H 3.9990 -0.9157 -0.0595
C -0.8926 -3.1442 -1.3251
C 0.7661 5.1065 -2.3959
C -1.0848 -1.4204 4.3540
H -4.3625 -2.7175 -1.2469
C 4.1957 -3.2768 -1.2785
H 0.3933 -6.2931 -1.2620
H -3.4780 -3.9576 -2.1404
H 1.4813 6.8614 -3.4180
H -3.4190 4.5110 3.1548
H 3.0740 -2.1154 -3.4680
C -3.4402 -3.3126 -1.2549
H 0.1464 6.4391 -5.4921
C 0.3719 -2.3894 -1.4311
C -2.6440 3.7768 3.0121
C 1.1798 -0.5363 4.1681
H -2.3431 -2.1556 -3.4460
O 0.3618 -1.1490 -1.6354
C -2.2859 -1.4621 -0.0633
C 2.1066 -3.1773 4.7985
H -3.3392 -0.9894 -2.5435
H -0.7756 5.4974 0.9545
H 2.2313 -0.6982 -0.1086
H 1.3558 5.2889 -1.4923
H -3.2471 -0.9357 -0.0313
C 0.2407 3.2879 -0.1082
O 0.6994 -2.8920 4.7083
C -0.8321 3.7462 -3.6324
H -1.7636 -5.0998 -1.2710
O 0.2572 1.1064 0.9084
N -1.6880 3.9041 2.0156
C 1.6026 -4.5091 -1.3030
H -2.1856 -2.0547 0.8530
H -2.0682 4.6441 0.0644
H 2.2922 -0.7622 -2.6140
C 3.0356 -1.4375 -0.0871
H 1.3468 1.4683 3.4540
H 2.2548 -0.6369 4.3075
H -2.9775 2.1350 4.4338
H 4.0661 -0.9487 -2.5629
H 2.9411 -2.0330 0.8274
C 2.9786 -2.3480 -1.3194
C 0.3873 -5.2033 -1.2891
C -0.0448 2.3199 0.9697
H -1.4939 2.8747 -3.6507
C 0.3081 -1.6172 4.4319
H 2.5362 -5.0778 -1.2856
C 0.0754 5.7584 -4.6396
C -0.8108 2.8601 2.0870
C -2.4208 2.6122 3.6456
C 0.8277 5.9901 -3.4780
C -0.8355 -4.5223 -1.2934
H 5.1125 -2.6732 -1.2715
H 2.6025 -2.5222 5.5338
H -2.6749 -0.0777 3.8504
N -1.2807 2.0366 3.0912
H -1.4818 -0.7223 -0.0867
C -0.0395 3.9430 -2.4750
H 0.7695 4.1993 0.1965
C -0.7642 4.6333 -4.7029
H 2.1397 -4.2157 5.1364
C 3.1099 -1.4831 -2.5756
C -0.7272 0.8218 3.5443
H -1.7313 -2.2564 4.5982
C -0.1077 2.9885 -1.3779
C 0.6544 0.6612 3.6922
C -2.3789 -1.5164 -2.5578
C -2.2317 -2.3734 -1.2973
H -2.4769 5.7057 1.4292
*
```

---

What did the fourth record say?
Density functional theory data (ωB97M-V/def2-TZVPD) for 5 unconnected molecules or ions with the total composition C2H14N2O4 at a distorted geometry.

Properties
- total energy (a.u.) = -495.0392
- HOMO energy (hartree) = -0.3373
- HOMO-LUMO gap (Eh) = 0.3612

```
! wB97M-V def2-TZVPD RIJCOSX def2/J DEFGRID3
* xyz 0 1
N 0.0198 1.1769 2.1266
H -0.9463 -2.9949 -6.2279
H 1.0526 0.7998 -1.4848
N 1.2944 -0.2544 3.5986
O -1.0244 0.9083 -1.6909
C 1.0389 0.5498 2.5010
H -1.7848 -1.6858 -5.9804
H -1.2129 -0.0018 -1.3906
H -1.7637 2.0798 2.7593
O 1.9822 0.5742 -1.4895
O -0.9018 -2.0958 -5.9326
H -0.0676 -0.5334 0.2839
H -1.8538 0.3037 2.4307
H 2.2941 0.8779 -2.3465
H 0.5635 -0.6789 4.1357
H -1.3783 1.0619 -2.5437
O -0.6663 -1.2553 0.0763
H 2.2234 -0.5619 3.7178
H -1.1627 0.8585 3.8668
H -0.3351 -1.8333 0.7885
H 2.0001 0.7951 2.0353
C -1.2278 1.1353 2.7929
*
```

---

Among the records above, which one has the lowest total energy?
C34H40N2O3

---

What is the total energy in the fourth record?
-495.0392 a.u.